[1]
Formula: C3H7Cl2NO
Source: the Open Molecules 2025 dataset
Level of theory: ωB97M-V with the def2-TZVPD basis set

Element x y z (Å)
H1 0.6623 -1.2081 2.1494
C1 -0.0368 -0.7291 1.6066
C2 0.6612 0.4466 -0.3734
C3 0.2549 -0.8802 0.1465
H2 1.3802 0.9358 0.2749
H3 0.0097 0.2844 1.8759
H4 -3.0186 -0.8644 -0.5368
N1 -3.3385 -0.1075 -0.0099
Cl1 -3.3688 1.3282 -1.0192
H5 -0.2910 0.8943 -0.3907
H6 -1.0309 -1.1858 1.6993
O1 0.0463 -1.8937 -0.4690
H7 1.0485 0.5746 -1.3432
Cl2 -4.8842 -0.4923 0.6452

Properties
- electronic energy (eV) = -31804.1761
- charge = 0

---

[2]
Formula: C3H7Cl2P
Source: the Open Molecules 2025 dataset
Level of theory: ωB97M-V with the def2-TZVPD basis set

Element x y z (Å)
H1 -0.0212 0.6269 -2.0340
Cl1 -2.3942 0.6810 0.1486
H2 1.5920 0.5379 -1.3399
H3 -1.1066 0.4510 2.2193
H4 -0.4950 -1.7719 0.6135
Cl2 -0.4052 -1.9144 -1.5905
P1 0.0696 0.9751 1.7717
C1 0.4758 0.9349 -1.1828
H5 1.1499 -1.4332 0.0593
C2 0.0378 0.2695 0.0229
C3 0.1543 -1.2391 0.0122
H6 0.7446 -0.0888 2.3993
H7 0.1981 1.9712 -1.0995

Properties
- electronic energy (eV) = -37555.5555
- charge = 0

---

[3]
Formula: C3H7Cl3Ga
Source: the Open Molecules 2025 dataset
Level of theory: ωB97M-V with the def2-TZVPD basis set

Element x y z (Å)
C1 0.6733 0.3083 0.5330
H1 0.7470 0.1285 1.6091
H2 -3.4079 -1.1017 -0.1509
H3 0.2652 1.3186 0.4318
Cl1 -2.2240 0.9788 -2.2444
H4 2.4750 -0.7861 0.0115
H5 0.0121 -0.9956 -1.0462
Cl2 -2.5054 1.6064 1.2492
Cl3 -0.2577 -2.2654 0.8927
Ga1 -2.2381 -0.0637 -0.2383
H6 1.9789 0.4080 -1.1891
H7 2.7576 0.9370 0.3100
C2 2.0524 0.2161 -0.1147
C3 -0.3284 -0.6893 -0.0538

Properties
- electronic energy (eV) = -93173.0399
- charge = -1

---

[4]
Formula: C3H7Cl3OSi
Source: the Open Molecules 2025 dataset
Level of theory: ωB97M-V with the def2-TZVPD basis set

Element x y z (Å)
Cl1 2.8588 -0.5205 1.6091
H1 -3.4074 0.7900 -0.2708
C1 0.7835 -0.8556 -0.8496
C2 2.9087 -0.0133 -0.0238
H2 -2.9944 0.5815 1.4826
C3 -2.9755 -0.0440 0.4367
Cl2 4.1512 -0.8174 -0.9045
H3 0.8316 -1.9340 -0.4781
H4 0.7856 -0.7325 -1.9576
Si1 -0.2799 0.4249 0.0178
H5 -3.7781 -0.8265 0.5224
Cl3 2.9730 1.6825 -0.2607
O1 -1.6584 -0.4091 0.2245
H6 -0.3508 1.6740 -0.8559
H7 0.1522 1.0001 1.3080

Properties
- electronic energy (eV) = -50713.9346
- charge = 0

---

[5]
Formula: C3H7ClFN
Source: the Open Molecules 2025 dataset
Level of theory: ωB97M-V with the def2-TZVPD basis set

Element x y z (Å)
H1 0.6701 -0.4269 1.1597
Cl1 0.5599 2.6549 0.8893
C1 -0.1171 -0.0022 0.5982
H2 -0.9851 -0.6853 0.6536
N1 0.1166 0.0268 -0.7499
C2 -0.5580 1.3255 1.1234
F1 -1.7902 1.5449 0.5800
H3 -0.3725 -1.8404 -1.4897
H4 0.9726 -1.2306 -2.2035
H5 -0.6981 1.1386 2.2077
H6 0.9089 -2.0001 -0.5492
H7 0.7970 0.7629 -0.9589
C3 0.4959 -1.2680 -1.2605

Properties
- electronic energy (eV) = -19953.6552
- charge = 0

---

[6]
Formula: C3H7ClFN2O2
Source: the Open Molecules 2025 dataset
Level of theory: ωB97M-V with the def2-TZVPD basis set

Element x y z (Å)
H1 -1.2487 -1.4472 -1.1728
O1 2.4546 -0.3269 -0.7814
Cl1 -0.3889 1.2659 -2.3020
H2 1.1254 1.5813 -0.4978
C1 -0.9899 -1.1571 -0.1423
C2 0.2620 -0.3123 -0.0567
H3 -0.8772 -2.0776 0.4426
C3 0.1338 1.1208 -0.4925
H4 0.6267 -0.1782 1.6590
H5 -1.7060 1.5293 0.2483
H6 -0.4415 1.9205 1.2338
F1 0.9038 -0.1444 2.8841
N1 1.4073 -0.9597 -0.6467
O2 1.3413 -2.1581 -0.9236
N2 -0.7755 1.9373 0.2556
H7 -1.8272 -0.5935 0.2923

Properties
- electronic energy (eV) = -25538.3625
- charge = -1